{
  "formula": "C5H5NO",
  "method": "the ωB97M-V functional and the def2-TZVPD basis",
  "symbols": ["O", "N", "C", "C", "C", "C", "C", "H", "H", "H", "H", "H"],
  "positions_angstrom": [[-1.2149, -0.7862, 2.4648], [0.6554, -1.9675, -1.9568], [1.4710, 0.7422, 0.2668], [0.5516, -0.9481, -1.4195], [0.4074, 0.3225, -0.7328], [0.1392, 0.3190, 0.7266], [-0.5546, -0.2941, 1.6378], [-2.7945, -0.5379, -0.2030], [1.7148, 1.8028, 0.3081], [-2.6198, 0.1848, -0.1731], [2.3069, 0.0620, 0.4132], [-0.0626, 1.1005, -1.3321]],
  "forces_ev_per_angstrom": [[0.57, 0.44, -0.69], [-0.09, 0.98, 0.49], [0.21, 0.03, 0.03], [0.10, -0.83, -0.39], [-0.08, 0.00, -0.14], [-0.22, -0.15, 0.28], [-0.30, -0.23, 0.38], [0.00, 0.07, -0.02], [-0.08, -0.21, -0.02], [-0.05, -0.08, -0.02], [-0.13, 0.11, -0.03], [0.07, -0.13, 0.12]],
  "nbo_charge": [-0.43, -0.30, -0.33, 0.27, -0.29, -0.39, 0.75, 0.01, 0.23, -0.01, 0.23, 0.26],
  "e_homo_ha": -0.3509,
  "homo_lumo_gap_ev": 9.840,
  "spin_multiplicity": 1,
  "relative_energy_kj_mol": 325.3,
  "e_tot_ev": -8800.04708
}



{
  "formula": "C23H20F5N5OsS",
  "method": "the ωB97M-V functional and the def2-TZVPD basis",
  "symbols": ["Os", "S", "F", "F", "F", "F", "F", "N", "N", "N", "N", "N", "C", "C", "C", "C", "C", "C", "C", "C", "C", "C", "C", "C", "C", "C", "C", "C", "C", "C", "C", "C", "C", "C", "C", "H", "H", "H", "H", "H", "H", "H", "H", "H", "H", "H", "H", "H", "H", "H", "H", "H", "H", "H", "H"],
  "positions_angstrom": [[-0.9185, 0.0049, -0.2174], [-2.1154, 0.9362, -1.9294], [-1.8003, -4.1197, 0.3416], [-2.4806, -2.1322, -1.4577], [-0.1719, -3.2430, -0.7809], [-3.0435, -1.8442, 0.6291], [-0.4315, -2.7612, 1.3176], [0.4031, -0.3284, -1.7421], [0.8584, -0.1149, 0.7741], [-1.9092, 0.7647, 1.2369], [0.0245, -0.3140, -3.0662], [-1.6271, 0.3802, -4.4897], [-1.9863, -1.8076, -0.2272], [-3.1423, 3.7302, 3.8156], [3.1746, -2.4816, -2.1600], [-3.9052, 0.0858, 3.0771], [2.2461, -0.1509, 2.7129], [3.1497, -0.8354, 0.5934], [1.6219, -0.7150, -1.4001], [4.1245, -2.9800, -3.0386], [-3.7065, 2.4604, 3.8802], [3.0329, -0.4590, -3.4521], [1.8987, -0.5938, 0.0018], [2.6227, -1.2176, -2.3592], [-2.3021, 1.7448, 2.0529], [1.0485, 0.0820, 2.1063], [-1.7237, 3.0432, 1.9826], [-1.1327, 0.2449, -3.2234], [3.3264, -0.6160, 1.9328], [-0.6664, 3.3571, 0.9686], [-2.1602, 4.0085, 2.8729], [-3.3065, 1.4576, 3.0184], [3.9900, -0.9544, -4.3215], [-1.0853, -3.0051, 0.1684], [4.5359, -2.2147, -4.1195], [-3.1423, -0.6718, 3.2644], [-4.4728, 2.2465, 4.6146], [4.5363, -3.9677, -2.8805], [2.8386, -3.0848, -1.3258], [-1.0085, 3.1488, -0.0477], [-4.3723, -0.1810, 2.1287], [2.3495, 0.0260, 3.7727], [-4.6534, 0.0293, 3.8660], [-1.7257, 4.9991, 2.8244], [-0.3857, 4.4076, 1.0247], [-2.6163, 0.5286, -4.5856], [0.1805, 0.4336, 2.6464], [-1.1823, -0.1773, -5.1999], [5.2792, -2.5998, -4.8051], [3.9647, -1.1814, -0.0247], [-3.4687, 4.5026, 4.4989], [2.6004, 0.5174, -3.6170], [4.3083, -0.3549, -5.1638], [0.2359, 2.7602, 1.1256], [4.2919, -0.7931, 2.3852]],
  "forces_ev_per_angstrom": [[-0.05, 0.11, -0.31], [-0.06, -0.01, 0.07], [0.02, 0.01, -0.05], [0.00, -0.05, -0.06], [0.05, 0.03, 0.02], [-0.08, -0.05, 0.02], [-0.07, -0.01, -0.03], [-0.19, -0.05, -0.03], [0.08, -0.02, 0.17], [-0.02, 0.00, -0.09], [-0.07, 0.10, 0.28], [0.00, 0.04, 0.04], [0.16, 0.16, 0.17], [-0.01, 0.01, 0.02], [-0.02, -0.03, -0.05], [-0.01, -0.01, 0.00], [-0.03, 0.00, 0.00], [-0.02, -0.02, 0.01], [0.04, 0.03, 0.17], [-0.01, 0.02, -0.01], [0.02, -0.03, -0.04], [0.00, 0.02, 0.02], [0.03, 0.04, -0.12], [0.06, -0.06, 0.00], [0.17, -0.31, -0.21], [0.08, -0.07, -0.07], [-0.01, 0.21, 0.08], [0.08, -0.08, -0.23], [-0.01, 0.01, 0.01], [0.04, -0.02, -0.08], [0.02, -0.04, -0.06], [-0.14, 0.05, 0.18], [0.00, -0.01, -0.02], [-0.05, 0.00, 0.08], [0.02, 0.00, 0.01], [0.02, 0.00, -0.01], [-0.02, 0.00, 0.02], [0.01, -0.01, 0.00], [-0.01, 0.00, 0.02], [-0.02, 0.00, 0.02], [0.00, 0.01, -0.01], [0.02, 0.00, 0.02], [-0.01, -0.01, 0.01], [0.01, 0.03, 0.00], [0.01, 0.01, 0.00], [0.00, -0.02, 0.00], [0.00, 0.02, 0.02], [0.00, -0.01, 0.00], [0.00, 0.00, -0.01], [0.00, 0.00, -0.02], [-0.01, 0.01, 0.01], [-0.02, 0.02, 0.00], [0.01, 0.01, -0.02], [0.00, -0.03, 0.02], [0.01, 0.00, 0.03]],
  "nbo_charge": [0.92, -0.04, -0.31, -0.34, -0.32, -0.34, -0.32, -0.35, -0.56, -0.40, -0.38, -0.80, 0.43, -0.19, -0.14, -0.64, -0.28, -0.21, 0.19, -0.23, -0.23, -0.16, 0.13, -0.11, 0.11, 0.07, 0.00, 0.27, -0.17, -0.64, -0.23, 0.01, -0.21, 0.90, -0.20, 0.23, 0.21, 0.22, 0.21, 0.23, 0.24, 0.23, 0.21, 0.21, 0.22, 0.40, 0.22, 0.40, 0.21, 0.24, 0.21, 0.22, 0.22, 0.22, 0.22],
  "e_homo_ha": [-0.2283, -0.3066],
  "homo_lumo_gap_ev": [6.308, 6.830],
  "spin_multiplicity": 5,
  "relative_energy_kj_mol": 0.0,
  "e_tot_ev": -58515.34890
}



{
  "formula": "CH4NOP",
  "method": "the ωB97M-V functional and the def2-TZVPD basis",
  "symbols": ["P", "O", "N", "C", "H", "H", "H", "H"],
  "positions_angstrom": [[0.5918, -1.4366, 1.3266], [-0.2888, -0.4711, 0.0394], [0.5572, 0.3978, -0.5917], [0.0077, 1.3070, -1.2619], [-0.0734, -0.7966, 2.3848], [-1.0674, 1.4452, -1.3462], [0.6649, 1.9805, -1.7839], [-0.3922, -2.4263, 1.2329]],
  "forces_ev_per_angstrom": [[-0.95, 1.55, -2.15], [0.41, -1.18, 1.60], [1.30, -0.17, 0.29], [-0.64, 0.10, -0.14], [-0.07, 0.07, 0.28], [-0.08, -0.15, 0.08], [0.18, 0.10, -0.06], [-0.15, -0.31, 0.10]],
  "nbo_charge": [0.64, -0.61, -0.13, -0.15, -0.06, 0.17, 0.19, -0.05],
  "e_homo_ha": -0.3554,
  "homo_lumo_gap_ev": 10.347,
  "spin_multiplicity": 1,
  "relative_energy_kj_mol": 291.1,
  "e_tot_ev": -13925.51659
}



Repeat the first record exactly.
{
  "formula": "C5H5NO",
  "method": "the ωB97M-V functional and the def2-TZVPD basis",
  "symbols": ["O", "N", "C", "C", "C", "C", "C", "H", "H", "H", "H", "H"],
  "positions_angstrom": [[-1.2149, -0.7862, 2.4648], [0.6554, -1.9675, -1.9568], [1.4710, 0.7422, 0.2668], [0.5516, -0.9481, -1.4195], [0.4074, 0.3225, -0.7328], [0.1392, 0.3190, 0.7266], [-0.5546, -0.2941, 1.6378], [-2.7945, -0.5379, -0.2030], [1.7148, 1.8028, 0.3081], [-2.6198, 0.1848, -0.1731], [2.3069, 0.0620, 0.4132], [-0.0626, 1.1005, -1.3321]],
  "forces_ev_per_angstrom": [[0.57, 0.44, -0.69], [-0.09, 0.98, 0.49], [0.21, 0.03, 0.03], [0.10, -0.83, -0.39], [-0.08, 0.00, -0.14], [-0.22, -0.15, 0.28], [-0.30, -0.23, 0.38], [0.00, 0.07, -0.02], [-0.08, -0.21, -0.02], [-0.05, -0.08, -0.02], [-0.13, 0.11, -0.03], [0.07, -0.13, 0.12]],
  "nbo_charge": [-0.43, -0.30, -0.33, 0.27, -0.29, -0.39, 0.75, 0.01, 0.23, -0.01, 0.23, 0.26],
  "e_homo_ha": -0.3509,
  "homo_lumo_gap_ev": 9.840,
  "spin_multiplicity": 1,
  "relative_energy_kj_mol": 325.3,
  "e_tot_ev": -8800.04708
}